(1)
A molecular structure, C41H61BBiClN9O2S3, computed with ωB97M-V with the def2-TZVPD basis set.

Relative energy (zero: lowest compared OMol25 entry of this formula, charge and spin)   0.0000 eV
E_tot   -4136.26047 Eh
Total charge   +1
LUMO energy   -2.70 eV
Frontier orbital gap   7.2 eV

The geometry in XYZ format:
```
119
Properties=species:S:1:pos:R:3:forces:R:3
Bi 2.41816 0.04440 -0.38506 -0.2 1.5 -0.9
C 0.42036 -5.34840 -2.20257 -0.5 -0.7 0.0
C -0.37172 -4.32460 -1.44690 -1.0 -0.1 -0.3
C -1.74014 -4.34935 -1.45803 0.1 -0.4 -0.1
C -2.52296 -3.33674 -0.82524 -1.0 0.5 -0.2
N -1.93384 -2.27882 -0.37483 1.7 -1.0 0.8
N -0.56126 -2.26696 -0.34513 -0.5 1.0 0.7
B -1.04596 -1.19362 0.58840 -1.1 -0.7 -0.3
N -1.17287 -1.35322 2.06793 0.6 0.2 0.6
N -2.33742 -0.83037 2.52423 -0.7 -0.1 0.3
C -2.55853 -0.74058 3.80261 0.2 0.0 0.2
C -1.51913 -1.06201 4.74833 0.0 -0.4 -0.4
C -0.33716 -1.54324 4.28128 0.1 0.3 0.7
C 0.77166 -1.81012 5.25352 0.3 -0.1 0.0
C -0.12492 -1.72269 2.86553 -0.4 -0.4 0.2
S 1.26320 -2.38267 2.22767 0.0 0.3 0.2
C -3.93334 -0.27497 4.30391 0.9 0.3 0.6
C -4.62104 -1.46013 4.99720 -0.7 -0.4 -0.1
C -4.76727 0.29249 3.18289 -0.3 -0.2 -1.2
C -3.73032 0.82255 5.37704 0.3 0.5 0.4
N -1.42285 0.17691 0.08476 -0.4 1.2 -0.7
N -2.36151 0.23469 -0.92493 1.3 0.0 -0.4
C -2.46554 1.34779 -1.59749 -0.4 0.7 -0.3
C -1.91421 2.57849 -1.12240 0.0 -0.8 0.2
C -1.04556 2.51502 -0.07855 -0.6 1.3 -0.4
C -0.42817 3.79224 0.40596 0.2 0.2 0.9
C -0.74562 1.25829 0.51151 0.5 0.0 -0.5
S 0.57173 1.19512 1.60402 0.1 -0.8 -0.1
C -3.24571 1.35625 -2.93108 -0.2 0.4 0.3
C -4.62917 0.76504 -2.68982 -0.6 -0.1 -0.5
C -2.48371 0.55444 -3.98428 0.6 -0.6 -0.3
C -3.39611 2.79587 -3.49348 0.1 0.2 -0.2
C 0.25764 -3.22007 -0.77421 1.7 0.1 -1.0
S 1.94217 -3.09228 -0.80818 -0.4 0.0 0.0
C -4.04717 -3.32287 -0.83095 0.2 -0.7 0.2
C -4.56901 -2.14683 -0.00817 -0.1 0.5 0.1
C -4.51623 -4.65871 -0.19423 -0.5 -0.2 0.2
C -4.43150 -3.20200 -2.31116 -0.2 0.6 -0.5
H -0.32804 -6.02939 -2.65564 0.7 0.2 0.1
H 1.05470 -4.90776 -2.97976 -0.3 0.1 0.2
H 1.09802 -5.93743 -1.56103 -0.3 0.3 -0.1
H -2.28875 -5.13199 -1.99905 0.4 0.3 0.3
H -1.65068 -0.94607 5.83385 -0.1 0.0 -0.7
H 0.37400 -1.68000 6.27035 0.3 -0.2 -0.3
H 1.19966 -2.81300 5.11127 -0.2 0.2 0.1
H 1.61849 -1.11413 5.10503 -0.4 -0.2 0.0
H -4.72919 -2.32528 4.30300 0.0 0.5 0.5
H -4.07511 -1.78628 5.89778 -0.1 0.1 -0.4
H -5.63859 -1.15554 5.33824 0.7 -0.2 -0.3
H -4.96728 -0.49372 2.39907 0.0 0.9 0.8
H -5.70773 0.66819 3.61320 0.2 -0.2 -0.3
H -4.24732 1.13599 2.67156 -0.3 -0.6 0.4
H -3.27365 0.43612 6.31943 -0.4 0.2 -0.7
H -3.08424 1.65353 5.02690 -0.3 -0.5 0.0
H -4.70233 1.28607 5.62363 0.4 -0.4 0.0
H -2.22153 3.53056 -1.56748 0.4 -0.5 0.2
H -1.09383 4.64909 0.18061 0.4 -0.5 0.1
H -0.24589 3.71557 1.50136 -0.2 0.3 -0.7
H 0.56087 3.96405 -0.05332 -0.4 -0.2 0.1
H -4.57665 -0.30579 -2.45192 0.0 0.3 -0.1
H -5.14082 1.26510 -1.86111 0.0 0.0 -0.1
H -5.23924 0.90858 -3.60879 0.3 -0.2 0.6
H -2.28730 -0.48916 -3.64629 -0.1 0.7 -0.2
H -3.05964 0.51335 -4.93231 0.2 0.1 0.6
H -1.50010 1.02470 -4.19380 -0.5 -0.3 0.1
H -4.00580 3.46212 -2.86249 0.2 -0.3 0.0
H -2.41197 3.27952 -3.66546 -0.5 -0.3 0.1
H -3.90315 2.77222 -4.47527 0.2 -0.2 0.4
H -4.27477 -2.26031 1.03855 0.0 -0.1 0.0
H -4.10977 -1.19736 -0.33956 -0.5 -0.4 0.0
H -5.67774 -2.07377 -0.03416 0.7 -0.1 -0.2
H -4.14455 -4.75902 0.85610 -0.3 0.2 -0.8
H -5.63582 -4.71688 -0.16787 0.9 0.1 -0.1
H -4.15376 -5.53647 -0.75576 -0.2 0.3 0.2
H -3.94048 -2.29591 -2.75221 -0.5 -0.7 0.4
H -4.08322 -4.05582 -2.90366 -0.1 0.1 0.2
H -5.52846 -3.11366 -2.43982 0.6 0.0 0.1
O 4.73165 -1.66231 0.68369 0.4 -0.8 -0.8
C 4.85458 -1.29701 2.05137 0.2 -0.1 0.1
C 4.94214 0.21776 2.20036 0.1 -0.5 0.9
C 5.87025 0.72134 3.12952 -0.2 0.0 -0.5
C 5.91297 2.08624 3.35236 -0.4 0.1 -0.2
C 5.02364 2.90389 2.64006 0.5 0.0 0.0
C 4.16821 2.33097 1.71674 -0.2 -0.1 0.2
N 4.07031 0.99530 1.55791 0.6 0.2 -0.4
H 5.01885 -2.59883 0.52088 -0.5 1.4 0.5
H 5.75638 -1.75734 2.49317 -0.3 0.3 -0.1
H 3.97584 -1.67192 2.58449 0.0 0.1 0.2
H 6.55008 0.04553 3.64373 -0.1 0.1 -0.1
H 6.63427 2.49295 4.05287 -0.1 0.1 -0.1
H 5.02922 3.98557 2.73652 0.1 -0.2 0.1
H 3.53757 2.94473 1.05861 0.2 -0.4 0.5
Cl 0.75047 -0.07455 -2.50588 0.3 0.2 1.0
C 2.65762 5.57311 -2.05748 0.1 1.4 0.1
C 2.92219 4.25197 -2.74984 0.2 -0.3 0.1
C 1.88059 3.92395 -3.81951 -0.2 -0.3 -0.7
C 4.34405 4.10289 -3.31469 0.7 0.5 -0.8
C 2.78203 3.24872 -1.71392 0.0 -2.2 1.6
C 2.71605 2.33768 -0.88863 -0.2 -0.3 -1.3
H 2.77025 6.43719 -2.73924 -0.2 -0.4 0.1
H 3.37864 5.75463 -1.24314 -0.2 -0.2 -0.2
H 1.64352 5.59914 -1.61518 0.4 0.0 -0.3
H 1.91228 4.63555 -4.66762 0.1 -0.3 0.4
H 0.86269 3.94045 -3.39736 0.3 0.0 -0.1
H 2.07509 2.89818 -4.20891 -0.2 0.7 0.2
H 4.52247 4.78742 -4.17362 -0.3 -0.3 0.4
H 4.53158 3.07806 -3.68925 -0.3 0.4 0.3
H 5.13358 4.34576 -2.58573 -0.4 -0.1 0.0
C 6.47227 0.74251 -1.78789 -0.3 0.0 0.0
N 6.18235 -0.64112 -2.14703 0.0 -0.1 -0.1
C 4.92243 -1.11203 -2.37309 0.5 1.0 0.2
N 4.83923 -2.40219 -2.78070 -0.2 -0.1 0.3
O 3.91543 -0.36335 -2.25842 0.7 -0.8 0.3
H 6.99550 1.27763 -2.59636 -0.1 -0.3 0.3
H 7.04245 0.81400 -0.83946 -0.3 -0.1 -0.6
H 5.49270 1.20376 -1.67603 0.1 0.3 0.2
H 6.96647 -1.22162 -2.39815 -0.1 -0.1 0.0
H 5.65296 -3.00303 -2.69313 -0.5 0.2 -0.1
H 3.91580 -2.81994 -2.72520 0.2 0.0 -0.1
```
Forces are in eV/Å.

(2)
8 unconnected molecules or ions with the total composition C41H62BCl14F6N4O4S2, computed with ωB97M-V with the def2-TZVPD basis set.

Relative energy (zero: lowest compared OMol25 entry of this formula, charge and spin)   12.9245 eV
E_tot   -9981.85883 Eh
Total charge   +1
LUMO energy   -2.96 eV
Frontier orbital gap   7.2 eV

The geometry in XYZ format:
```
134
Properties=species:S:1:pos:R:3:forces:R:3
C 1.11462 2.59683 3.13375 0.9 0.2 -0.8
B 0.99829 1.84226 1.68033 -3.3 -0.5 1.5
O -0.36421 1.56761 1.24874 2.7 1.5 0.7
C 2.22027 1.46166 0.70035 -0.2 0.0 -3.5
C 2.63514 2.95156 0.11871 -0.2 1.1 1.9
C 1.37962 3.74296 -0.51382 -0.6 -0.1 -1.5
N 1.01655 3.73512 -1.77426 1.6 -0.4 3.1
C 2.03099 0.57752 -0.63094 -0.8 0.8 0.5
C 2.92170 -0.79607 -0.44102 -1.0 2.3 -2.3
C 3.13263 -1.15528 -2.02390 0.8 -0.8 -0.3
C 4.34193 -2.14640 -2.35052 0.7 0.6 -2.1
O 3.86394 -3.49284 -2.72002 2.1 0.0 1.4
C 4.83455 -4.48083 -2.38820 -2.4 -3.1 2.6
O 4.48493 -5.42382 -1.63165 1.8 3.9 -3.3
C 2.10183 -1.97871 0.22896 -2.5 -2.4 1.0
F 2.09750 -1.96584 1.68513 0.8 0.6 -2.7
F 2.57669 -3.30959 -0.10460 0.0 3.1 0.5
C 0.52997 -2.06939 -0.12603 -4.4 0.2 -0.1
C -0.07632 -2.64107 -1.42741 -2.0 1.1 1.8
C -1.61367 -2.71940 -1.69283 0.6 1.5 3.6
C -2.65559 -2.25474 -0.61099 4.6 0.2 0.5
C -2.05487 -1.70108 0.71812 1.4 -0.5 -2.4
C -3.10486 -1.26377 1.87113 0.8 -2.4 0.0
F -4.27296 -0.64871 1.37076 2.9 -0.9 1.6
F -2.46133 -0.54174 2.90667 -2.0 -1.0 -2.4
F -3.53611 -2.50441 2.47253 0.6 3.0 -1.0
C -0.51033 -1.60283 0.95972 -1.6 -1.0 -2.5
C 4.22386 -0.15054 0.34852 -0.4 -3.0 -1.7
C 5.18085 0.61616 -0.67708 -0.1 0.2 -1.2
C 6.15940 1.74446 -0.14118 0.2 1.2 -1.3
O 6.53651 1.79979 1.23144 -0.5 -0.4 0.1
C 4.99060 -1.39208 1.03921 0.8 -0.3 1.3
C 6.58727 -1.32517 1.11027 0.3 -1.6 1.3
C 7.06579 -2.82499 1.56896 0.7 0.5 -1.0
S 6.79486 -2.96843 3.39915 -0.6 -1.5 0.1
C 7.26182 -4.72032 3.78607 1.2 -1.1 -1.5
S 8.66933 -5.30550 3.05186 -2.2 0.9 1.1
N 6.49622 -5.61945 4.65964 1.4 0.8 0.5
C 7.31991 -6.33500 5.63286 -5.0 -2.7 1.8
C 6.25903 -7.21549 6.38614 1.7 4.2 -4.3
N 4.97597 -6.91948 5.77757 1.8 2.0 -1.7
C 5.08180 -5.93519 4.74255 2.9 -2.8 3.8
N 3.50273 0.84279 1.26039 0.4 3.2 1.2
F 3.30279 0.43903 2.57087 0.0 -0.9 -0.1
H 2.19992 2.54383 3.50816 -1.8 0.1 -0.3
H 0.37436 2.18704 3.90885 1.2 0.6 -1.1
H 0.90700 3.72340 2.96899 0.2 -1.6 0.3
H -0.96955 2.13929 1.78904 0.7 -1.0 -0.6
H 2.93639 3.56771 1.05815 -0.4 -0.7 -1.5
H 3.56036 2.92758 -0.54741 -1.5 -0.2 0.6
H 0.73291 4.38518 0.19746 1.2 -1.2 -1.0
H 1.69936 3.15366 -2.28986 -0.5 0.3 -0.1
H 2.41819 1.30295 -1.44714 -0.1 -2.0 1.0
H 0.93993 0.48348 -0.94492 1.3 -0.4 0.8
H 2.19217 -1.62858 -2.48841 1.3 0.7 1.1
H 3.30864 -0.20314 -2.65692 -0.3 -1.5 1.4
H 4.83191 -1.75489 -3.32884 -0.7 -0.4 1.6
H 5.19107 -2.17087 -1.58808 -1.4 -0.2 -0.7
H 5.87975 -4.43127 -2.84696 -1.4 0.4 0.5
H 0.59775 -3.01928 -2.26399 -1.0 0.5 1.4
H -2.02226 -3.12243 -2.68153 0.8 0.8 1.8
H -3.78360 -2.33597 -0.81127 2.0 0.1 0.4
H -0.20382 -1.17458 1.97596 -0.3 -0.8 -1.8
H 4.55567 1.12110 -1.51304 0.9 -0.8 1.5
H 5.83069 -0.14255 -1.26150 -1.4 0.9 1.3
H 5.70598 2.77631 -0.42173 0.6 -1.6 0.5
H 7.13246 1.69008 -0.76860 -1.6 0.0 1.1
H 6.02059 1.24116 1.84264 0.4 0.2 -0.7
H 4.76799 -2.39328 0.49938 -0.1 2.0 0.6
H 4.64044 -1.59926 2.12499 0.3 0.6 -1.9
H 7.13219 -1.14339 0.12775 -0.9 0.0 1.3
H 7.00302 -0.64648 1.95126 -0.8 -0.8 -1.7
H 6.49083 -3.64515 0.98797 1.0 1.3 1.0
H 8.19415 -2.87912 1.36195 -1.8 -0.2 0.3
H 8.44181 -6.25817 5.79996 -2.0 0.2 -0.7
H 6.50276 -7.92551 7.24164 -0.9 1.1 -1.5
H 4.27097 -5.48387 4.08142 1.5 -0.9 1.2
H 4.00728 1.74211 1.46155 0.6 -1.1 -0.5
Cl -6.40267 -4.06823 -0.05197 0.1 -0.1 -0.1
C -6.82181 -2.38776 0.34157 -0.1 0.3 0.1
C -7.97679 -1.86541 -0.48818 -0.1 0.1 0.2
Cl -7.53791 -1.66847 -2.20323 0.1 -0.1 0.0
H -5.92541 -1.78075 0.20910 -0.2 -0.1 -0.1
H -7.09144 -2.37100 1.39939 0.0 0.0 -0.1
H -8.27865 -0.88123 -0.12445 0.1 -0.1 0.0
H -8.84269 -2.52760 -0.43415 0.2 0.0 -0.1
Cl -0.40958 0.62339 -3.93908 0.2 -0.1 0.1
C -1.81871 1.71042 -4.03638 -0.4 0.2 0.0
C -1.91287 2.40531 -5.37955 -0.2 -0.2 0.0
Cl -0.60181 3.58819 -5.61826 0.1 -0.1 0.0
H -1.74965 2.42799 -3.21652 0.1 -0.1 -0.2
H -2.70499 1.09370 -3.87523 0.1 0.0 -0.1
H -2.85266 2.95734 -5.44552 0.1 0.0 0.1
H -1.87939 1.69169 -6.20457 0.1 0.1 0.1
Cl -1.38316 -4.50117 -4.30763 0.1 -0.3 -0.3
C -2.12227 -5.02465 -5.84242 -0.1 -0.1 -0.4
C -2.48579 -3.85145 -6.73009 0.1 -0.1 -0.1
Cl -3.82785 -2.89127 -6.05887 0.0 0.0 0.1
H -2.99518 -5.63583 -5.60632 0.1 0.2 0.1
H -1.38974 -5.65785 -6.34645 0.0 0.1 0.0
H -2.81337 -4.21400 -7.70655 0.0 0.0 0.1
H -1.63535 -3.18459 -6.88264 -0.1 -0.1 0.1
Cl -0.60474 8.85187 -8.86874 0.0 0.0 0.0
C -0.52163 8.10236 -7.25512 0.0 -0.1 0.1
C -1.36379 6.84558 -7.16354 0.2 0.0 0.1
Cl -3.10840 7.19711 -7.24252 0.0 0.0 0.0
H -0.83098 8.84724 -6.51953 -0.1 -0.1 -0.1
H 0.52708 7.85904 -7.07342 -0.1 -0.1 0.0
H -1.18491 6.34871 -6.20809 0.0 0.1 -0.1
H -1.12369 6.14197 -7.96253 -0.1 0.2 0.0
Cl -10.03076 0.74263 1.39837 0.1 0.0 0.0
C -11.54665 1.17344 0.56554 -0.4 0.1 -0.1
C -11.94211 0.14176 -0.47196 -0.2 0.0 0.1
Cl -10.82814 0.12489 -1.86222 0.1 0.0 0.1
H -11.41921 2.16198 0.12077 0.1 -0.2 0.0
H -12.31984 1.24256 1.33299 0.1 -0.1 -0.1
H -12.93434 0.37321 -0.86463 0.1 0.1 0.1
H -11.97042 -0.86367 -0.04822 0.1 0.1 0.0
Cl -7.62829 2.91459 6.07796 0.0 0.0 0.0
C -7.46803 1.16227 5.80020 0.1 -0.2 0.0
C -8.67616 0.58187 5.09253 0.1 0.0 -0.1
Cl -10.12865 0.59136 6.12304 0.0 0.0 0.0
H -7.29830 0.68073 6.76500 -0.1 0.1 -0.1
H -6.57615 1.01992 5.18672 -0.1 0.0 0.0
H -8.48422 -0.45991 4.82656 0.0 0.1 0.1
H -8.90705 1.12940 4.17701 0.0 0.0 0.2
Cl 2.74658 4.32256 5.24854 0.2 0.2 0.2
C 2.32081 6.00135 5.66671 0.0 0.3 0.1
C 1.17357 6.52398 4.82567 -0.1 0.0 0.3
Cl 1.63624 6.74318 3.11813 0.0 -0.1 -0.1
H 3.21559 6.61598 5.55318 -0.1 -0.1 -0.1
H 2.03824 6.00333 6.72101 -0.1 0.0 -0.1
H 0.85834 7.50147 5.19602 0.1 -0.1 0.0
H 0.31281 5.85377 4.85975 0.2 0.0 0.0
```
Forces are in eV/Å.